[1]
Density functional theory data (ωB97M-V with the def2-TZVPD basis set) for a molecular structure, C52H139N15O28PZn2.

Cartesian coordinates (Å):
Zn 2.2019 0.1333 1.9645
Zn 0.8769 -1.7665 -2.4200
P 1.7833 -1.0638 -0.1476
O 0.8048 -0.4477 -1.1290
O -0.5013 -3.0811 -1.6349
O 0.8828 -7.3875 -1.8699
O -3.8596 1.2892 -1.1862
O 3.7242 -0.9393 2.8685
O 0.6231 1.2600 1.6621
O 2.9289 -0.1183 0.2274
O -3.5462 -0.9988 -5.0157
O -6.5491 4.0721 2.1722
O -5.3102 -1.3091 3.5537
O 2.5144 -1.1660 -3.7610
O -1.0045 -1.6469 2.5697
O 1.4307 -0.1887 3.8845
O 0.4602 0.9601 -5.1629
O 1.0171 4.1947 -2.0136
O 1.0669 -4.0738 2.0808
O 1.1525 -1.2880 1.2363
O -10.5804 1.6529 2.8165
O 5.1111 3.8467 2.2419
O 2.1472 -2.2974 -1.0326
O 10.5266 -2.5805 -0.3428
O 5.5550 -0.4541 -0.0568
O 7.4839 -2.6856 -0.2478
O 5.0362 -5.3598 0.5108
O -1.4482 -7.8322 2.4139
O 0.3070 9.8828 -0.6371
O 3.0601 6.0240 -2.0520
O 4.1984 2.0507 -0.3562
N -3.8391 3.8152 0.3504
N -0.5328 -0.7250 -3.5558
N -0.4809 -0.4773 5.0139
N 1.1615 0.2309 6.0510
N 1.2008 -3.4361 -3.7218
N 3.4573 1.7182 2.4673
N -8.0781 -0.0251 3.7679
N 1.5027 2.2362 -1.2653
N 1.4929 8.1862 -2.3349
N -1.1953 1.0505 0.3788
N -0.5552 2.5946 -2.0732
N 3.0816 -4.6106 -0.1534
N 1.0583 -8.3095 1.2131
N -1.3873 2.2739 2.0717
N 4.8137 -3.4940 -0.6534
C -0.4222 -6.7782 2.3942
C 6.0254 4.9599 2.1380
C 3.9014 4.1509 2.9031
C 5.4038 1.7972 -0.9970
C 2.7554 8.2421 -3.0942
C 6.1540 0.8340 -0.0810
C -6.1821 -0.9175 2.5296
C 2.8417 3.0545 2.7703
C -0.4179 9.6335 -1.8507
C -0.5036 10.0416 0.5338
C 2.6560 -3.5004 -3.8327
C -5.1137 3.9913 2.5119
C -0.5621 1.4698 1.4166
C 8.2760 -2.2850 -1.3593
C -1.5771 -2.8880 -0.6028
C 0.7887 -0.1850 4.9231
C -4.8614 -1.3520 -5.1355
C 0.5124 -3.5931 3.3549
C -7.6177 -1.0955 2.9403
C -0.5598 -4.3215 -2.2809
C 0.5245 9.0983 -2.8735
C 0.7985 -4.5533 -2.8027
C -3.1117 -1.2037 -3.6175
C -4.9802 3.4445 -0.4603
C 0.3259 -7.0783 1.0965
C 4.3677 -4.5644 -0.1183
C 3.1929 0.0715 -3.8962
C -4.4978 0.3675 -0.3393
C 4.2257 1.2426 3.6229
C -9.4155 -0.0533 4.2491
C 4.7425 -0.1896 3.3980
C -4.5216 2.4975 -1.6667
C -0.2247 -8.0288 -2.5058
C 9.5743 -1.6972 -0.7318
C 1.3662 -8.9475 -0.0460
C 1.8170 -8.2152 -1.2341
C 3.7738 7.1846 -2.5797
C -0.5348 -1.0702 -4.9615
C 3.7495 5.2146 -1.1647
C 4.0471 -2.2985 2.6546
C -0.4783 0.1827 -5.8521
C 0.6940 2.2145 -5.7650
C -7.3635 3.4297 3.1357
C -3.9461 -1.4892 3.1145
C 0.6697 3.0640 -1.7548
C -0.9239 -2.9680 3.2582
C 3.0370 -2.1607 -4.5101
C -11.6909 2.0640 2.1010
C -10.6094 0.2818 3.2897
C -2.2220 -7.6811 3.6167
C -4.1834 4.6628 1.5112
C -1.9181 -0.2956 -3.1521
H -0.2548 -0.1028 -6.8800
H 2.0592 -8.9336 -2.0173
H -3.9051 -2.1942 2.2843
H -2.3056 2.5790 1.7825
H 1.1091 -3.2796 1.5432
H 1.5783 -4.7031 -2.0560
H -1.6497 -3.5922 2.7370
H -7.5933 -2.0413 3.4816
H -2.5831 -3.0785 -0.9765
H -6.0006 0.1386 2.3302
H 9.8541 -0.9643 -1.4885
H 5.5541 5.6556 1.4438
H 7.6663 -1.5170 -1.8353
H 4.1123 5.8234 -0.3366
H -5.6005 -1.0326 -4.4008
H -1.1901 3.2687 -2.4764
H -3.1522 4.2297 -0.2631
H -0.7600 -7.3775 -3.1967
H -1.0749 2.6596 2.9513
H -11.6192 3.1387 1.9335
H 2.2481 3.3073 1.8918
H 5.8108 -3.3712 -0.7579
H -5.7860 2.9530 0.0850
H 6.9663 4.5083 1.8234
H 1.1472 -2.8670 3.8629
H 4.5707 6.9277 -3.2776
H 1.2385 1.2661 -1.1699
H -5.4393 4.2511 -1.0319
H -3.1027 -2.2764 -3.4240
H -0.8423 10.5842 -2.1736
H -8.3127 -1.2243 2.1105
H 0.3441 -4.5238 3.8969
H 0.1912 -6.8016 3.2949
H -7.2253 3.7717 4.1614
H -2.0720 1.3211 -0.0434
H 3.6295 1.2016 4.5345
H -11.8747 1.6471 1.1108
H 3.1400 -3.4801 -2.8563
H 4.0892 -2.9075 -1.0422
H -1.4701 0.6303 -5.7875
H -0.2855 -1.4151 1.9774
H -0.9832 -0.8049 5.8266
H 3.1263 4.4010 -0.7934
H -2.8659 -8.5402 3.8050
H -1.7023 -7.4719 4.5518
H 4.1615 4.1535 3.9616
H -1.1707 -2.9225 4.3189
H -5.4448 0.0438 -0.7713
H -3.2275 4.8383 2.0048
H 9.2601 -1.1781 0.1737
H -9.4321 0.6543 5.0779
H -7.4720 0.1233 4.5620
H 8.4370 -3.0560 -2.1128
H 11.0445 -2.5721 -1.1511
H -1.4118 -3.5478 0.2490
H -1.5326 -1.8500 -0.2732
H 2.6488 -5.2670 0.4805
H 3.5504 -2.8944 3.4203
H 1.7158 8.7004 -1.4947
H -3.3672 -1.8322 3.9720
H 4.2748 -0.0479 -3.8384
H -1.9747 -0.2087 -2.0670
H 2.9508 0.4182 -4.9009
H -3.9465 -0.8499 -3.0125
H -10.4722 -0.3894 2.4419
H 5.9997 2.6569 -1.3035
H -12.5844 1.9799 2.7196
H 3.5024 5.1395 2.6760
H 5.1084 1.8257 3.8856
H 4.2861 7.6725 -1.7505
H 5.6063 -0.2589 2.7368
H -0.9712 -0.6119 4.1412
H -2.1642 0.7142 -3.4805
H 1.1168 9.9834 -3.1055
H -0.6803 0.3984 -0.1954
H 7.1471 -1.8342 0.0410
H 0.9746 -6.2089 0.9892
H 0.8745 -3.7945 -4.6079
H 0.4084 -8.8637 1.7522
H 0.0200 8.7821 -3.7865
H -5.2266 -1.1049 -6.1323
H 0.6108 0.1198 6.8903
H -4.8980 2.9273 2.4144
H -0.8555 -5.7848 2.2786
H -5.4131 2.1872 -2.2117
H -2.9072 -6.8430 3.4899
H 1.6332 2.5423 -5.3194
H -1.3559 -1.7292 -5.2439
H 3.2148 9.2159 -3.2637
H 0.3861 -1.6071 -5.1887
H 2.5675 7.9908 -4.1380
H 5.1063 -2.5505 2.7050
H 3.6536 -2.5950 1.6823
H 6.1406 1.2444 0.9287
H -4.5150 5.6425 1.1672
H 2.4877 2.4523 -1.2103
H 6.0993 5.5068 3.0780
H 3.0518 -4.2965 -4.4632
H -1.2797 -4.2970 -3.0989
H -3.7763 2.9391 -2.3282
H 0.4925 -9.4553 -0.4545
H 4.6178 -0.3461 0.1211
H -11.5094 0.0715 3.8676
H -0.0753 2.9818 -5.6786
H -4.9383 4.3518 3.5255
H -1.4700 10.5037 0.3320
H -0.9064 1.6600 -1.9207
H -0.4475 -6.9736 0.3355
H 7.2352 0.7979 -0.2139
H 4.9237 -0.6575 4.3656
H -4.9289 -2.4375 -5.2082
H 2.8372 0.7557 -3.1258
H 2.6393 -3.8010 -0.5646
H 2.1588 0.3510 6.1556
H 0.9939 2.0470 -6.7995
H -3.8054 -0.4478 -0.1296
H -0.1257 0.1884 -3.6976
H 2.1669 3.0924 3.6254
H 5.4045 1.2590 -1.9448
H -8.4125 3.5016 2.8486
H -9.4964 -1.0007 4.7822
H -4.6910 0.8744 0.6061
H -3.4872 -0.5556 2.7888
H -0.9355 -8.5326 -1.8508
H -7.0269 2.4130 3.3386
H -0.7841 -5.0755 -1.5263
H 2.1438 -9.6928 0.1215
H 4.1245 -2.1934 -4.4439
H -0.8693 9.0718 0.8711
H 2.7273 -2.0759 -5.5518
H -5.9556 -1.4941 1.6327
H 3.7350 1.2192 -0.2313
H -0.0018 10.5439 1.3608
H 0.2212 -8.7923 -3.1432
H 4.1603 2.0577 1.8266
H 4.6959 4.8314 -1.5462
H 2.7454 -7.7014 -0.9846
H -1.2852 8.9733 -1.8506
H 0.8102 -5.4275 -3.4536

Cartesian forces (eV/Å) of the 2 atoms listed first:
0.42 1.61 2.97
-0.71 -0.81 -2.71

highest occupied orbital energy = -0.3569 Ha
orbital gap = 8.035 eV
charge = +1
LUMO level = -1.6757 eV

=====

[2]
Density functional theory data (ωB97M-V with the def2-TZVPD basis set) for a molecular structure, C13H23N4O4P2RbS2.

Cartesian coordinates (Å):
Rb -0.1934 -0.2325 -1.5893
S 0.0202 2.8991 -5.5545
S -0.5202 -3.0843 -1.8679
P 1.8372 -2.4009 0.1798
P 0.9780 -0.3721 2.1748
O -0.4385 -3.0166 -0.3508
O -1.7485 -2.3671 -2.2547
O 0.6597 -2.3510 -2.4043
O -0.5381 -4.4828 -2.2939
N -1.6636 2.5921 -2.8516
N -0.9882 2.7658 -0.1389
N -2.1406 2.3955 -4.0419
N -2.0948 1.3634 -6.0683
C -1.4549 2.1684 -5.1320
C 1.5016 -1.9768 2.9315
C -1.9456 3.5439 -0.6772
C 2.4140 -3.9630 -0.6279
C -2.2891 4.6535 1.4375
C 0.7934 0.5646 3.7931
C -2.6239 4.4979 0.1112
C 1.4687 -3.0875 1.8803
C -1.2745 3.8668 1.9746
C -2.2957 3.4046 -2.0649
C 3.6557 -1.9497 0.6258
C -0.7904 -0.7763 1.8760
C -0.6697 2.9425 1.1359
H 0.1232 2.2993 1.5090
H 1.7878 0.7722 4.1961
H -2.6480 0.6256 -5.6544
H 0.2187 0.0001 4.5335
H 3.6862 -1.0418 1.2352
H -2.8065 5.3773 2.0572
H 4.2046 -2.7427 1.1497
H -1.3275 0.1148 1.5434
H 3.0164 -4.5538 0.0689
H -3.4007 5.1020 -0.3412
H 4.1767 -1.7312 -0.3113
H 0.4751 -3.5300 1.8169
H 2.5203 -1.8399 3.3068
H -0.9700 3.9660 3.0083
H -3.1196 4.0139 -2.4409
H 1.5745 -4.5387 -0.9988
H 0.8580 -2.1966 3.7915
H -0.8167 -1.5388 1.0830
H -1.2533 -1.1769 2.7818
H 0.2968 1.5212 3.6182
H 3.0244 -3.6808 -1.4864
H -1.4665 1.0578 -6.7918
H 2.1873 -3.8763 2.1230

Cartesian forces (eV/Å) of the 2 atoms listed first:
-0.42 2.30 0.47
0.20 -0.06 0.01

highest occupied orbital energy = -0.0734 Ha
orbital gap = 6.091 eV
charge = -2
LUMO level = 4.0940 eV
relative energy (zero: lowest compared OMol25 entry of this formula, charge and spin) = 0.00 kcal/mol

=====

[3]
Density functional theory data (ωB97M-V with the def2-TZVPD basis set) for a molecular structure, C53H46F6IN6O5SSbTeTi.

Cartesian coordinates (Å):
I -3.9922 0.8346 -4.1160
Te -3.9536 0.8174 2.0369
Sb 1.9404 -0.3552 -2.1720
Ti -0.5621 0.4091 0.5418
S -2.5560 -1.7385 0.4351
F -4.8635 -0.8685 0.4956
F -4.9092 2.0195 3.3549
F -2.2232 -5.0685 -3.7237
F -3.1327 2.5959 1.7851
F -2.6574 0.7405 3.5756
F -4.9881 1.7716 0.5721
O 0.5184 1.6724 -0.2093
O -1.0204 -1.6001 0.3121
O -1.3940 0.4718 -1.5047
O -2.2720 0.5311 0.9829
O 1.0687 -0.6323 0.5316
N -0.4559 6.1339 0.8170
N -0.2046 2.7780 0.0122
N -2.7723 2.2571 -1.2600
N 0.1365 0.9353 2.4286
N 2.8580 3.5202 1.4153
N 1.3177 1.0498 4.2711
C 4.8888 3.2486 -2.1991
C -1.8822 -4.4626 0.7041
C -0.6105 -1.8195 -3.4614
C -4.2382 -5.3117 -0.4811
C 1.2181 -0.1971 -7.1556
C 1.8795 -1.3418 -5.1655
C 5.9489 2.9891 -3.0496
C -2.1360 -5.8142 0.5680
C 1.7225 -0.1972 -4.3853
C 1.2862 0.9765 -5.0163
C 4.1835 -0.0882 0.2291
C -1.5011 -2.8145 -3.8513
C 3.9134 -2.7798 1.7222
C 3.1227 -1.1876 3.4681
C 1.0433 0.9492 -6.3921
C 5.0704 -0.4433 -4.3910
C 3.4796 -1.7678 -1.5301
C 1.8806 -1.1425 1.3951
C 5.2872 -3.6622 -0.2817
C 3.8839 1.0634 -2.7079
C 0.3935 2.0790 4.3276
C -2.5466 0.9731 -1.5309
C 1.1483 0.3918 3.1086
C 2.0054 -0.6815 2.6807
C 1.0637 2.2531 -4.2779
C 4.7814 -3.8375 -1.5051
C 0.4059 -2.0582 -2.5299
C 1.7822 3.6220 1.0398
C -4.0152 -2.2481 2.7906
C 2.8171 -2.1523 0.8319
C -2.7616 -2.0174 2.2378
C -1.3756 -4.0777 -3.3150
C -3.0580 -2.4944 4.9881
C -2.8056 -3.5286 0.2540
C -1.7980 -2.2721 4.4528
C -0.1096 5.0492 0.7033
C -0.3230 2.0034 3.1796
C -1.6617 -2.0369 3.0980
C 3.8889 -1.5250 -0.0995
C -4.1595 -2.4800 4.1521
C 5.9706 1.7795 -3.7380
C -3.3186 -6.2446 -0.0287
C 3.8444 -2.8957 -2.1389
C -0.4036 -4.3639 -2.3857
C 0.4695 -3.3462 -1.9949
C 0.4503 3.7375 0.5598
C 1.6457 -1.3605 -6.5328
C 4.0160 -2.0857 3.0418
C 4.9418 -2.4806 0.5752
C 4.9662 0.8209 -3.5880
C -3.9839 -3.9536 -0.3332
C 3.8969 2.2786 -2.0450
C -3.7306 0.2349 -2.0674
H 5.0071 -1.3226 -3.7457
H -3.7024 2.4976 -0.9173
H -2.0053 2.7510 -0.8256
H 6.7939 1.5657 -4.4216
H -2.2848 -2.6241 -4.5815
H -5.1519 -2.6363 4.5618
H 2.0505 2.6646 -4.0043
H 0.5543 2.1021 -3.3229
H -0.9171 -2.2547 5.0872
H 0.5126 2.9843 -4.8776
H 6.0075 -0.4755 -4.9574
H -0.6830 -0.8325 -3.9102
H 2.1731 -2.2643 -4.6695
H -0.3346 -5.3674 -1.9727
H 3.0613 2.4879 -1.3674
H 0.6930 1.8615 -6.8743
H -3.5173 -7.3049 -0.1443
H 2.2542 -2.9046 0.2857
H 3.2546 -0.7596 4.4616
H 3.2878 0.5320 0.1157
H -4.8849 -2.2235 2.1415
H 1.2447 -3.5531 -1.2649
H 4.2297 -0.5190 -5.0877
H -1.4112 -6.5395 0.9233
H 4.9674 0.2930 -0.4337
H 4.8332 4.1864 -1.6472
H 3.4796 -3.1425 -3.1320
H -4.6467 0.4768 -1.5274
H -5.1558 -5.6389 -0.9578
H -3.1795 -2.6583 6.0548
H 0.3292 2.7636 5.1576
H 5.0812 -4.7063 -2.0875
H -3.5600 -0.8373 -2.0869
H -0.6702 -1.8468 2.7014
H 1.0129 -0.1810 -8.2226
H 6.7488 3.7123 -3.1924
H 3.8077 -3.8588 1.8946
H 1.7652 -2.2803 -7.1002
H 5.9906 -4.3842 0.1320
H 2.0149 0.8471 4.9630
H 4.8407 -2.3804 3.6899
H -4.7008 -3.2088 -0.6723
H 4.5293 -0.0093 1.2701
H -1.1597 2.6028 2.8303
H -0.9530 -4.1191 1.1504
H 5.8562 -1.9788 0.9177

Cartesian forces (eV/Å) of the 2 atoms listed first:
-0.01 -0.12 0.02
-1.11 3.59 1.09

highest occupied orbital energy = -0.0666 Ha
orbital gap = 4.652 eV
charge = -2
LUMO level = 2.8391 eV

=====

[4]
Density functional theory data (ωB97M-V with the def2-TZVPD basis set) for a single C4H5N molecule.

Cartesian coordinates (Å):
N 1.1638 0.6542 -0.4201
C -1.2813 0.3255 -0.0524
C 3.5057 -0.1869 0.0269
C 0.0808 -0.1296 0.3302
C 2.3629 0.1338 -0.2261
H 0.4355 -0.9493 0.7598
H 4.4293 -0.6667 0.2601
H -1.8365 0.0692 0.7724
H -1.3838 1.3695 -0.1810
H -1.6655 -0.2979 -0.9817

Cartesian forces (eV/Å) of the 2 atoms listed first:
-5.75 -3.70 3.63
0.74 -2.50 -1.61

highest occupied orbital energy (alpha / beta) = -0.3220 / -0.3219 Ha
orbital gap (alpha / beta) = 8.208 / 8.200 eV
LUMO level (alpha / beta) = -0.5523 / -0.5581 eV
relative energy (zero: lowest compared OMol25 entry of this formula, charge and spin) = 101.25 kcal/mol
SMILES = C#C/N=C/C

=====

[5]
Density functional theory data (ωB97M-V with the def2-TZVPD basis set) for a molecular structure, CH2NO3S2.

Cartesian coordinates (Å):
S 0.3563 0.4778 0.8183
S -0.9934 1.2365 -1.5621
O 0.6216 -1.2798 3.0477
O 1.3316 -0.9729 0.3567
O -0.8000 0.5310 3.5509
N -0.9796 0.6224 0.0795
C -0.0782 -0.2936 3.0717
H 1.3716 -1.5060 1.0703
H -0.8291 0.0740 -1.9984

Cartesian forces (eV/Å) of the 2 atoms listed first:
2.76 0.00 0.41
0.02 2.24 1.50

highest occupied orbital energy = -0.1190 Ha
orbital gap = 6.755 eV
charge = -1
LUMO level = 3.5156 eV
relative energy (zero: lowest compared OMol25 entry of this formula, charge and spin) = 49.28 kcal/mol

=====

[6]
Density functional theory data (ωB97M-V with the def2-TZVPD basis set) for 2 unconnected molecules or ions with the total composition C5H13NO.

Cartesian coordinates (Å):
O 0.5969 -1.6513 -2.3423
N -0.9496 -1.2874 0.4626
C -2.2102 0.4373 -0.7597
C -1.1056 0.0492 0.2151
C -0.1386 0.9280 0.5333
C 1.1843 0.4727 1.0986
C 2.2290 1.5775 1.2653
H 1.2148 -1.5653 -1.6005
H 1.0497 -2.3290 -2.8599
H -0.1324 -1.6575 0.9099
H -1.6300 -1.9568 0.1603
H -2.5009 -0.4565 -1.2914
H -3.0990 0.7565 -0.2052
H -0.2566 1.9993 0.5986
H 2.5468 2.0008 0.3123
H -1.9057 1.2455 -1.4071
H 1.8683 2.3935 1.8872
H 1.6420 -0.3342 0.5241
H 3.1186 1.1120 1.6898
H 1.0537 0.0303 2.1002

Cartesian forces (eV/Å) of the 2 atoms listed first:
0.68 -0.36 0.16
-0.25 -0.53 0.11

highest occupied orbital energy = -0.2706 Ha
orbital gap = 8.106 eV
LUMO level = 0.7410 eV
relative energy (zero: lowest compared OMol25 entry of this formula, charge and spin) = 30.62 kcal/mol
SMILES = CC/C=C(/C)N.O

=====

[7]
Density functional theory data (ωB97M-V with the def2-TZVPD basis set) for 2 unconnected molecules or ions with the total composition C2H10N3O.

Cartesian coordinates (Å):
O -2.0680 1.7042 -1.3805
N 2.0023 -0.3302 1.3313
N 1.4015 0.0235 -0.9279
N 0.0263 -1.1381 0.5564
C 1.1088 -0.3801 0.3041
C -1.2881 -0.7825 0.1249
H 1.6757 -0.8413 2.1353
H 2.2575 0.6707 -1.0205
H 0.6093 0.2715 -1.4924
H 2.9280 -0.2011 1.1392
H -1.3534 -0.7046 -1.0252
H -0.0695 -1.5184 1.5164
H -1.9356 -1.6049 0.5045
H -1.4626 0.2414 0.5325
H -2.6153 2.4076 -0.9528
H -1.2168 2.1824 -1.3452

Cartesian forces (eV/Å) of the 2 atoms listed first:
0.29 1.70 0.83
-3.74 -0.17 -1.01

highest occupied orbital energy = -0.5415 Ha
orbital gap = 11.311 eV
charge = +1
LUMO level = -3.4231 eV
relative energy (zero: lowest compared OMol25 entry of this formula, charge and spin) = 34.04 kcal/mol

=====

[8]
Density functional theory data (ωB97M-V with the def2-TZVPD basis set) for a molecular structure, C4BO8Sn.

Cartesian coordinates (Å):
Sn 4.7760 -0.6172 1.9045
O -2.0473 -2.6775 -1.3564
O 1.6643 2.6642 -1.0114
O -1.7304 0.1656 0.5516
O -3.7136 -0.8301 0.1127
O -0.4195 -1.1975 -0.7712
O 2.6626 1.0563 1.2445
O -0.0475 1.2253 -0.8641
O 0.7007 0.0374 0.9957
C -2.5382 -0.7510 0.0074
C 1.6080 0.8476 0.6280
C -1.6577 -1.6859 -0.8383
C 1.1409 1.6984 -0.5684
B -0.3984 0.0644 -0.0345

Cartesian forces (eV/Å) of the 2 atoms listed first:
-2.22 1.53 -0.59
0.52 -0.14 -0.37

highest occupied orbital energy = -0.4365 Ha
orbital gap = 1.972 eV
charge = +1
LUMO level = -9.9063 eV
relative energy (zero: lowest compared OMol25 entry of this formula, charge and spin) = 33.10 kcal/mol

=====

no.,F_max (eV/A)
1,7.7
2,2.4
3,3.9
4,12.1
5,5.4
6,1.9
7,3.9
8,3.4